ORCA calculation (ωB97M-V/def2-TZVPD) on a molecular structure, C6H17HgNO11S2 at a distorted geometry.

Last column: Löwdin charge in e.
Geometry (Å):
Hg  -0.4451  -0.7376  -0.6532  1.21
S  -2.7175  -2.1531  -1.8603  0.18
O  -4.1285  -1.7858  -2.1285  -0.46
O  -2.4025  -1.9573  -0.4375  -0.49
O  -2.3464  -3.4976  -2.3168  -0.38
O  -1.8084  -1.1655  -2.5084  -0.47
S  1.4104  -2.9805  -1.1818  0.17
O  0.6722  -4.1107  -1.7375  -0.39
O  0.8198  -2.6223  0.1137  -0.47
O  2.8521  -3.2991  -1.0944  -0.44
O  1.1046  -1.8042  -2.0431  -0.46
C  -2.2619  2.0189  -1.4377  -0.25
C  -0.9743  2.6747  -1.8504  -0.25
O  0.0385  1.6975  -2.0128  -0.07
O  -2.1010  0.9961  -0.4790  -0.12
H  -2.7981  1.6664  -2.3276  0.13
H  -2.9342  2.8188  -1.0819  0.11
H  -0.6883  3.4988  -1.1859  0.11
H  -1.1003  3.0889  -2.8585  0.12
H  0.8895  2.1201  -2.1449  0.09
H  -2.9804  0.6810  -0.2306  0.11
C  0.3696  0.9077  3.6350  -0.09
C  0.4413  0.5847  2.1696  -0.39
C  1.8579  0.2129  1.7291  -0.23
O  1.8906  0.1826  0.3431  -0.24
C  3.2156  0.0751  -0.1743  -0.08
N  -0.6105  -0.4584  1.8371  0.03
H  1.0140  0.3105  4.2909  0.08
H  -0.6131  0.9366  4.1095  0.07
H  0.7211  1.9337  3.8451  0.07
H  -0.0086  1.3861  1.5668  0.13
H  2.1003  -0.7438  2.2116  0.14
H  2.6119  0.9009  2.1308  0.12
H  3.9168  0.7860  0.2856  0.07
H  3.2143  0.2971  -1.2378  0.09
H  3.5039  -0.9605  0.0223  0.09
H  -1.4227  -0.1863  2.3792  0.07
H  -0.3028  -1.3122  2.3138  0.09

Spin multiplicity: 1
Charge: -2
F_max, eV Å⁻¹: 3.720
Highest occupied orbital energy, eV: -0.670